Density functional theory data (ωB97M-V with the def2-TZVPD basis set) for a molecular structure, C44H47Cl2N5P2S4V.

Computed properties:
Kohn-Sham gap (spin up / spin down): 5.8 / 5.8 eV
Total charge: -2
Multiplicity: 4
Molar mass: 958.0 g mol⁻¹
Relative energy (zero: lowest compared OMol25 entry of this formula, charge and spin): 11.55 kJ/mol
LUMO energy (spin up / spin down): 4.03 / 4.00 eV
Expectation value of S²: 3.768

Last column: Mulliken charge in e.
Geometry (Å):
V  -1.17539  -2.12745  -0.22961  0.44
Cl  -4.51404  -3.11058  4.05615  -0.26
Cl  0.03971  -1.13529  1.76134  0.04
S  -2.42223  -3.27348  1.63778  -0.44
S  3.63917  -0.98628  1.86637  -0.52
S  0.02120  -4.33688  -0.58247  -0.52
S  5.16882  -1.51693  4.92793  -0.58
P  4.41730  -0.31080  3.55135  0.76
P  1.00817  -1.31480  -1.77018  1.49
N  -1.93667  -4.11525  -2.48253  -1.61
N  -3.00696  -0.90461  -0.28122  1.24
N  -0.41862  -5.77016  -2.77075  -0.48
N  -2.34995  -3.05617  -1.72110  1.89
N  -1.65073  1.30754  -1.97006  0.01
C  2.70155  -2.06011  -1.80905  -0.37
C  -2.93538  0.37861  -5.28173  -0.67
C  -2.08699  1.45677  -3.24842  -0.01
C  2.59584  1.82919  3.58198  -0.41
C  6.35369  1.60808  4.22001  -0.38
C  -1.19384  -1.17442  2.99652  -0.15
C  -2.03459  2.66229  -3.99678  -0.58
C  1.54201  2.58031  4.08338  -0.55
C  -2.17270  4.12456  1.12145  -0.91
C  -1.95717  -0.23091  5.05412  -0.36
C  6.92407  2.32943  1.60285  -0.60
C  -4.56630  -3.30421  -2.74757  -1.96
C  -0.85408  -4.70150  -2.01629  0.29
C  0.45896  -1.45134  -3.52377  0.30
C  -1.03784  -0.26138  4.02304  -0.24
C  -2.78274  3.30082  -1.07601  -0.50
C  2.51742  0.41140  5.51735  -0.44
C  7.58141  2.95821  2.64982  -0.33
C  -2.55490  0.31733  -3.95250  0.26
C  -3.15013  -2.02727  3.99828  0.36
C  -3.01927  -1.12102  5.03746  -0.87
C  -1.77745  2.29403  -1.04724  0.26
C  1.45099  1.15562  6.01659  -0.49
C  2.71877  1.04817  -2.18012  -1.58
C  3.09366  0.73987  4.29766  0.23
C  -2.24531  -2.10912  2.91566  0.12
C  -2.41825  2.70897  -5.32836  -0.53
C  -2.96691  4.18030  -0.02040  -0.64
C  -1.17865  3.14829  1.17540  0.23
C  7.29303  2.59658  3.96161  -0.60
C  -5.25840  -0.99123  -1.05399  -0.85
C  -3.32953  0.12344  0.49826  -0.67
C  1.46249  -1.28621  -4.66270  -1.57
C  5.97447  1.34551  1.86382  -0.19
C  -2.87930  1.57589  -5.99277  -0.66
C  -4.60455  0.65801  0.54385  -1.17
C  0.96402  2.24180  5.30348  -0.56
C  -3.95629  -1.47594  -1.04743  0.84
C  2.86367  -3.54037  -2.14918  -1.31
C  5.68296  0.97928  3.17131  0.06
C  -0.98142  2.26507  0.12866  -0.47
C  1.49785  0.43891  -1.49082  1.26
C  -5.58135  0.08978  -0.25123  -0.90
C  -3.56750  -2.64388  -1.85099  0.23
H  2.66159  0.98005  -3.26656  0.15
H  0.99780  0.88034  6.96175  0.37
H  -0.75401  -5.78720  -3.72073  0.24
H  2.51657  -4.17949  -1.34461  0.29
H  2.29203  -1.99170  -4.58123  0.29
H  -3.76146  4.91818  -0.08422  0.32
H  3.91817  -3.75874  -2.33948  0.43
H  -3.75786  -1.12329  5.82822  0.39
H  -3.27896  -0.52583  -5.77437  0.39
H  -0.35438  -0.72983  -3.62094  -0.52
H  -3.44478  3.35197  -1.93071  0.48
H  1.88029  -0.28097  -4.69348  0.25
H  2.78930  2.10728  -1.92212  0.48
H  0.54558  -6.01648  -2.62638  0.28
H  8.31882  3.72659  2.44774  0.34
H  -6.00943  -1.45023  -1.68013  0.47
H  2.91280  -0.43692  6.06330  0.33
H  -0.18667  0.40860  4.01081  0.11
H  0.59311  1.01126  -1.70348  -0.58
H  -0.54880  3.06391  2.05552  0.39
H  2.29848  -3.81086  -3.04662  0.23
H  3.15108  -1.84265  -0.83599  -0.19
H  -6.59046  0.48387  -0.24968  0.38
H  7.80644  3.08184  4.78366  0.35
H  0.96822  -1.46298  -5.62116  0.46
H  1.16069  3.42122  3.51604  0.47
H  -0.22966  1.49432  0.21507  0.14
H  -4.08844  -4.12411  -3.27332  0.45
H  3.02315  2.07089  2.61564  0.36
H  7.14552  2.60563  0.57871  0.37
H  -2.58148  -0.62168  -3.41565  0.08
H  5.44477  0.84651  1.06033  0.34
H  -2.53327  0.54919  1.09161  0.67
H  6.13997  1.30042  5.23662  0.32
H  3.64548  0.57296  -1.85530  0.24
H  -0.01876  -2.43473  -3.59164  0.22
H  -5.40324  -3.69198  -2.16134  0.34
H  -1.84198  0.47642  5.86539  0.37
H  0.13131  2.81921  5.68857  0.34
H  -4.96159  -2.58798  -3.47297  0.34
H  1.65563  0.49394  -0.40759  -0.13
H  -2.34551  3.65136  -5.86285  0.34
H  -4.80432  1.50776  1.18127  0.51
H  -3.17426  1.62233  -7.03387  0.36
H  -1.66348  3.55685  -3.51247  0.47
H  -2.32619  4.81165  1.94438  0.39
H  3.25640  -1.47341  -2.54389  0.48